[1]
96
Properties=species:S:1:pos:R:3:forces:R:3:mulliken_charge:R:1 method="wB97M-V/def2-TZVPD" homo_energy_ev=-9.92 molar_mass_g_mol=744.578 total_energy_ev=-203225.645 homo_lumo_gap_ev=9.72
Br -1.788035 -0.473901 -3.886167 -0.081 -0.079 -0.114 -0.1511
Br -4.272504 -0.172934 -0.701393 -0.099 -0.095 0.178 -0.1110
S 1.404134 -0.155201 -1.918104 0.307 -0.112 0.181 -0.4030
O 2.033564 5.134694 -4.918049 -0.099 -0.249 -0.059 -0.5448
O 0.075722 -5.952655 2.109503 0.046 -0.012 -0.257 -0.3834
O 1.580246 -2.867322 -4.602312 0.089 -0.036 0.200 -0.5083
O 2.578822 0.852523 8.615803 0.042 -0.003 0.115 -0.4786
O 1.448233 -1.732521 5.085643 -0.121 0.071 0.005 -0.4396
O -2.388981 3.831677 1.439645 0.131 -0.062 -0.271 -0.6472
O -2.174712 -6.135092 4.344223 -0.130 -0.047 -0.165 -0.4344
O 3.765936 7.951777 -5.365668 -0.084 -0.011 -0.086 -0.4921
O 2.472858 -3.502456 0.257850 -0.017 -0.016 0.083 -0.5502
O -5.936741 -2.337496 1.301891 0.040 -0.022 -0.130 -0.5233
O 3.320816 3.357588 -4.619578 0.050 0.348 0.018 -0.3450
O -2.079790 -3.011692 3.734273 0.003 -0.016 0.005 -0.3848
N -1.139710 0.315835 -0.929266 1.353 0.333 -0.912 -0.4965
N -2.388108 1.886352 0.215471 1.057 0.398 -0.422 -0.1791
C 3.996944 2.810125 -3.482942 0.092 -0.225 0.329 0.2241
C -2.884006 -6.050578 5.569892 0.039 0.014 -0.023 -0.5985
C -2.082917 -1.924260 4.652698 0.109 -0.116 -0.051 -0.7208
C 4.398271 7.767603 -6.622339 -0.061 -0.036 0.096 -0.5046
C -3.326935 1.078904 -1.861621 0.343 -0.686 -0.417 -0.8281
C 1.426016 -3.003692 1.088925 0.088 0.084 -0.219 -0.6604
C -2.147596 3.863763 -0.994485 0.473 0.055 0.321 -1.0267
C -1.328525 2.775422 -1.718898 -1.029 0.824 -0.663 0.0013
C -0.207701 4.022614 -3.661637 0.039 -0.021 0.214 -1.5575
C -0.004713 0.154908 -1.314619 -1.166 -0.077 0.022 0.5516
C 5.418425 2.518998 -3.880975 0.139 0.087 -0.147 -1.4383
C 1.440463 -0.640744 6.006470 0.105 -0.166 -0.188 -0.5135
C 2.193788 4.071754 -4.379697 0.186 0.262 -0.060 0.2199
C 0.594218 -6.578382 0.935378 -0.178 0.085 0.255 -0.5881
C -3.399181 0.460423 -3.288253 -0.257 0.540 -0.043 0.0589
C -5.110347 -3.191215 2.089135 -0.148 0.183 0.074 -0.4639
C -1.992050 1.473236 -1.180573 -0.484 0.298 1.727 0.8763
C 3.424328 0.015552 9.396220 -0.072 0.074 -0.015 -0.5473
C -1.345025 3.096509 -3.220143 0.522 -0.003 -0.129 -0.4705
C -2.324827 3.266628 0.374190 -0.471 -0.025 0.345 0.2151
C 2.012794 -3.711664 -3.541796 -0.227 0.122 0.081 -0.4046
C -3.904440 1.427743 -4.378551 0.169 -0.322 -0.044 -1.2689
C 1.185609 3.429578 -3.457053 -0.210 0.215 -0.277 0.0729
H -1.803819 1.423151 0.901669 -0.564 -0.346 0.248 0.3424
H -2.264835 3.629234 -3.452930 -0.214 -0.175 -0.057 0.2284
H 4.134776 0.598874 9.986959 0.027 -0.020 -0.004 0.2930
H -5.712078 -3.814609 2.756797 0.042 -0.047 -0.001 0.3196
H -0.166740 -6.621635 0.151162 0.067 -0.037 -0.076 0.2893
H -6.430518 -1.756672 1.886475 0.032 -0.015 0.030 0.2895
H 3.740401 8.043955 -7.451387 0.024 0.007 -0.024 0.2469
H 3.991721 3.533065 -2.664036 -0.053 0.121 -0.029 0.3185
H 2.848059 -0.628927 10.065076 0.019 -0.025 -0.002 0.2739
H 3.981331 -0.610873 8.703254 0.009 -0.008 -0.006 0.2020
H -4.818917 1.024814 -4.807229 -0.116 0.039 0.026 0.3238
H 2.475748 -2.983335 -0.551184 0.008 -0.012 -0.010 0.2484
H 0.456875 -3.108865 0.593871 -0.067 0.025 0.101 0.2635
H 3.501776 1.910791 -3.112867 -0.157 -0.108 -0.151 0.0409
H -1.584124 4.788172 -0.907801 -0.129 0.172 -0.063 0.4761
H -3.955697 -6.220687 5.430836 0.004 -0.012 0.020 0.2634
H -4.115788 2.415212 -3.981808 -0.008 0.113 0.004 0.3473
H 2.608268 -4.524846 -3.947657 -0.004 0.059 -0.167 0.3101
H 0.939842 -7.590196 1.162026 0.054 -0.010 -0.106 0.2994
H -2.509833 -5.435004 3.773311 0.120 0.175 0.073 0.3041
H 2.998928 7.368878 -5.337807 0.072 -0.092 0.088 0.3029
H -0.669030 -6.481530 2.409778 -0.013 0.032 0.288 0.2556
H -3.119889 -1.670924 4.863574 -0.024 -0.022 -0.023 0.3707
H -1.584571 -2.201176 5.584638 -0.012 0.072 0.035 0.2482
H -1.582552 -1.052479 4.225232 -0.015 0.051 0.059 0.2600
H 2.632271 -3.160946 -2.825968 0.037 -0.045 0.009 0.0886
H -4.124607 -0.335885 -3.228646 0.111 -0.193 0.050 0.6858
H -0.282631 4.978427 -3.142382 0.037 0.097 -0.022 0.2230
H -3.199037 1.508680 -5.198558 0.119 0.190 -0.008 0.3331
H -4.565411 -3.834143 1.402841 0.005 0.005 -0.029 0.2374
H -3.106688 4.071144 -1.465636 -0.085 -0.011 -0.053 0.3896
H -2.739022 -5.078026 6.049101 0.003 -0.014 0.000 0.2111
H 1.154072 -4.140442 -3.017722 0.079 -0.057 0.087 0.2528
H 1.931567 -0.899801 6.942958 -0.026 0.023 0.037 0.1819
H -3.927102 1.982755 -1.864700 -0.132 0.045 0.029 0.4297
H 4.724617 6.732904 -6.760080 0.016 0.003 -0.024 0.2173
H 1.537524 3.584512 -2.436611 0.050 -0.194 0.115 0.4365
H -4.389067 -2.622483 2.677338 0.059 -0.050 -0.008 0.1359
H 2.363790 -1.953602 4.896599 -0.015 -0.046 -0.023 0.2528
H 1.053472 -2.172353 -4.191250 0.019 0.008 -0.162 0.2439
H 5.271698 8.415922 -6.641263 0.012 0.007 -0.008 0.2344
H -0.321689 4.241538 -4.720970 -0.123 0.053 -0.053 0.5437
H 1.417517 -3.593578 2.000889 0.006 -0.064 -0.007 0.2759
H -1.309220 2.211963 -3.846190 0.032 -0.251 0.009 0.2649
H 2.079861 1.412928 9.216352 -0.012 0.025 -0.042 0.2804
H 5.920658 3.442232 -4.161373 0.043 0.052 -0.014 0.3485
H 1.596547 -1.952858 1.341508 -0.065 -0.003 0.048 0.3979
H -2.491245 -6.825811 6.224045 0.001 -0.002 0.010 0.2439
H 5.957215 2.074921 -3.046818 0.014 -0.056 0.066 0.3950
H 0.400005 -0.399404 6.210758 -0.016 -0.001 0.008 0.1979
H -0.330711 2.922426 -1.307764 0.231 -0.742 0.009 0.6264
H 1.431934 -5.980221 0.584644 0.010 0.020 0.009 0.1575
H 1.171876 2.361263 -3.668308 0.084 -0.153 0.134 0.1728
H 5.468005 1.842175 -4.730900 -0.077 -0.093 -0.014 0.3326
H -1.158881 -3.229474 3.554241 0.015 -0.095 -0.025 0.2216
H 1.929047 0.238419 5.580841 -0.020 0.052 0.061 0.3138


[2]
90
Properties=species:S:1:pos:R:3:forces:R:3:mulliken_spin:R:1 method="wB97M-V/def2-TZVPD" homo_energy_ev="-8.26 / -7.65" molar_mass_g_mol=598.126 total_energy_ev=-48262.004 homo_lumo_gap_ev="8.75 / 6.27" multiplicity=4
Pd -0.301001 -0.247277 0.059555 0.025 -0.066 -0.119 1.0807
F 1.372049 0.739903 -1.068035 0.386 0.041 0.022 0.0233
O -2.428431 -0.881987 -0.719755 -2.063 3.628 -3.086 0.5114
O -0.977191 1.834953 0.432665 -0.253 -0.130 0.379 0.0371
O 4.027879 1.540373 0.079555 0.688 0.964 0.635 0.0008
O 3.362309 -0.431847 -2.549205 0.743 -1.093 -0.264 0.0003
O 1.606739 2.981003 -2.557555 -0.130 0.731 -1.144 0.0007
O 0.317339 -2.256527 -0.713545 -1.678 -0.386 0.374 0.0411
O -0.517601 -0.877347 2.314135 3.892 -0.691 1.385 0.4868
N 0.791889 -1.124677 2.731155 -2.684 -0.255 0.836 0.3685
N -2.962131 0.157683 -1.590635 0.913 -3.837 1.486 0.3483
C -5.465811 -0.492877 -1.266635 0.627 -0.588 -0.824 0.0297
C -1.124391 2.716613 -0.646265 0.064 1.669 -0.329 0.0064
C 4.686229 0.347593 0.463875 -0.740 -0.004 -0.909 -0.0021
C -4.814301 1.775933 -2.127235 0.522 -0.313 -0.762 -0.0002
C 1.464799 -0.033197 3.501475 1.119 1.739 -0.808 -0.0080
C 1.553369 1.222223 2.559605 -1.211 -0.145 0.473 -0.0145
C 4.143239 0.571723 -3.117625 0.022 1.703 -0.399 0.0005
C 0.807579 0.405343 4.832075 -0.373 -0.525 0.160 0.0362
C 1.058439 -2.529867 3.237365 -0.012 -0.964 -0.567 -0.0184
C -1.103731 -0.078917 -3.232235 0.629 0.234 -0.456 -0.0323
C -4.332241 0.586803 -1.225065 -2.496 1.035 1.639 -0.0177
C -2.610951 -0.055057 -3.072395 -0.957 -0.117 -0.285 0.0193
C 2.277939 3.916263 -1.766245 -0.280 0.458 0.746 0.0004
C 0.309379 -2.879247 4.567955 0.201 1.748 -0.174 0.0306
C 3.244109 -1.751197 4.299685 -0.151 0.743 0.181 -0.0081
C -4.631921 1.483473 -3.635935 -0.051 -0.435 0.900 0.0008
C -3.154731 1.167683 -3.898015 -0.783 -0.179 -0.227 0.0070
C -3.182361 -1.405397 -3.733345 0.571 0.490 1.023 0.0283
C 1.603649 -2.558027 -1.120525 1.187 0.436 -0.500 -0.0127
C 2.552159 -2.786787 3.464025 0.371 0.144 0.322 0.0095
C -4.412391 1.113273 0.272875 1.512 -0.259 -0.280 0.0131
C 2.980289 -0.342247 3.785285 -0.617 -0.740 -0.410 0.0289
C 0.718529 -3.569817 2.193095 -1.209 -0.914 -0.556 0.0057
H 1.742809 4.064093 -0.828225 0.189 -0.395 0.634 0.0000
H -1.244961 2.373083 1.181205 0.118 -0.651 0.543 0.0039
H 3.919869 -0.417657 0.587135 0.283 -0.435 0.087 0.0010
H -5.380031 1.455333 0.639985 -0.234 -0.131 -0.706 -0.0005
H -0.681851 -2.428667 4.618445 -0.231 -0.337 -0.417 -0.0024
H 2.239169 -1.774107 -0.708605 0.388 -0.456 -0.078 0.0075
H 3.522169 1.171083 -3.783305 -0.033 0.208 -0.255 0.0000
H 2.685899 0.044183 -2.061885 -0.824 0.057 0.500 -0.0005
H -2.575151 2.081523 -3.767355 0.291 -0.123 0.344 -0.0028
H -0.123111 -3.089247 -0.898475 -1.156 0.473 0.316 0.0007
H 0.742999 -4.543167 2.683085 -0.042 -0.055 0.179 -0.0005
H -3.084721 0.920453 -4.957295 0.393 -0.221 -0.047 -0.0008
H -0.278291 0.492133 4.793885 -0.032 -0.009 -0.355 0.0016
H -4.071261 0.359423 0.982415 -0.025 -0.294 -0.200 -0.0010
H 5.020769 0.304513 -3.706395 -0.159 -0.985 0.174 0.0000
H 1.399779 -3.707147 1.353375 0.187 0.693 0.108 0.0009
H -5.253281 0.644393 -3.948925 0.070 -0.519 0.383 -0.0002
H 3.091869 -2.946327 2.530555 -0.143 0.377 -0.287 0.0004
H 2.853109 -1.752737 5.317145 0.227 -0.400 0.230 -0.0002
H -2.464311 -1.659707 -4.512985 -0.227 0.012 -0.160 -0.0007
H 4.502849 1.266893 -2.359005 0.147 0.088 0.221 0.0000
H -0.862991 -0.152447 -4.292765 -0.253 0.083 -0.244 -0.0034
H 3.301639 0.368573 4.546575 0.052 0.205 -0.211 -0.0009
H -0.680451 3.658283 -0.323355 0.483 0.218 -0.413 0.0026
H 1.195379 1.368943 5.162495 0.128 0.100 -0.372 -0.0009
H 2.654819 -3.745007 3.973295 -0.274 -0.178 0.046 -0.0008
H -5.215211 -1.404637 -0.724415 0.239 0.112 0.118 -0.0003
H -0.628961 2.385263 -1.558875 -0.168 -0.157 0.370 -0.0011
H 3.320539 3.655163 -1.584805 0.055 -0.020 0.115 0.0001
H 0.275839 -3.943277 4.802045 0.125 0.140 -0.231 0.0019
H 1.019959 -0.265077 5.664855 0.097 -0.239 -0.094 -0.0022
H 5.271509 0.440233 1.378735 -0.158 0.376 0.114 0.0000
H 0.838729 -2.325627 5.343455 0.074 -0.461 0.335 -0.0027
H -4.191661 -1.404627 -4.144945 0.039 0.557 -0.005 -0.0013
H -6.415841 -0.129487 -0.874865 0.275 0.384 0.211 0.0001
H 2.226039 4.936693 -2.145895 0.107 -0.199 -0.890 0.0000
H 1.626829 -2.496107 -2.208515 0.563 -0.182 -0.074 0.0006
H 3.532529 -0.158657 2.863645 0.054 -0.001 0.050 -0.0087
H -5.853961 2.058713 -1.962155 -0.120 -0.512 0.459 -0.0005
H -3.714231 1.936953 0.421945 0.038 0.175 -0.167 0.0001
H 1.575539 2.140553 -2.094655 -0.045 -0.661 0.590 -0.0001
H -3.171201 -2.236967 -3.028745 0.194 0.134 0.266 -0.0013
H -5.100371 2.242443 -4.262515 0.706 0.626 0.065 -0.0002
H -0.648481 0.864343 -2.930415 0.018 -0.161 0.324 0.0116
H 3.123749 1.396893 -0.209515 -0.394 -0.547 -0.073 0.0012
H 2.393219 1.862823 2.828665 0.066 -0.188 -0.080 -0.0006
H -5.698271 -0.794387 -2.287985 0.164 -0.075 -0.156 -0.0026
H 1.791789 -3.567297 -0.754345 0.889 0.046 -0.160 0.0014
H -4.263741 2.670183 -1.835165 0.338 0.073 -0.199 -0.0020
H -0.550221 -0.915787 -2.806335 -0.402 0.045 0.516 0.0018
H 1.554289 0.974463 1.498145 0.465 -0.231 0.046 0.0090
H 4.312199 -1.968187 4.314075 0.044 0.124 0.254 -0.0003
H -0.287351 -3.476807 1.783625 -0.068 0.227 0.078 -0.0027
H 5.361509 0.082583 -0.349685 0.099 -0.415 0.054 -0.0002
H -2.166521 3.003193 -0.787395 -0.286 -0.518 -0.437 -0.0053
H 0.650279 1.821213 2.676855 -0.114 0.097 0.117 -0.0003